1.
The ion C7H14N3 with charge +1 at a distorted geometry, computed with ωB97M-V/def2-TZVPD.

Results
* Kohn-Sham gap: 0.3367 Eh
* total charge: +1
* HOMO energy: -13.02 eV
* SMILES: [H]/N=C1/C=NCC[C@]1([NH3+])CC
* energy relative to the best compared isomer or geometry (same formula, charge and spin): 88.3 kcal per mole
* LUMO level: -3.86 eV
* maximum force: 3.8 eV Å⁻¹

Last column: Mulliken charge in e.
Element x y z (Å)
C  -2.0397  -0.9757  -0.0466  -0.2404
C  -0.5472  -1.2735  0.0508  0.3658
C  -0.2784  1.1342  -0.6787  -1.0362
C  -1.8235  1.3566  -0.6115  -0.6153
C  0.2045  0.0787  0.2643  0.6667
C  2.3003  -0.4064  -1.0635  -1.1660
C  1.7467  -0.1882  0.3128  -1.1189
N  -2.5647  0.1186  -0.3562  -0.5157
N  -0.1647  -2.4677  -0.0650  -0.6402
N  -0.3061  0.5552  1.6350  -0.1794
H  -2.5225  -1.9288  0.0574  0.4434
H  -0.1025  0.7805  -1.6214  0.5489
H  0.0270  2.1526  -0.3763  0.3482
H  -2.3077  1.8559  0.2324  0.4102
H  -2.3548  1.5795  -1.5712  0.3985
H  1.5079  -1.0390  -1.7326  0.3383
H  3.3063  -0.8513  -0.8846  0.3659
H  2.3659  0.6062  -1.4612  0.3720
H  2.0915  0.5945  1.0256  0.3912
H  1.9325  -1.0960  0.9268  0.4960
H  0.8299  -2.6825  -0.0206  0.2493
H  -0.4114  1.5615  1.6767  0.3508
H  0.3304  0.4350  2.3453  0.3115
H  -1.2196  0.1001  1.9622  0.4554

***

2.
The ion C7H14N3O with charge +1 at a distorted geometry, computed with ωB97M-V/def2-TZVPD.

Results
* Kohn-Sham gap: 0.2655 Eh
* total charge: +1
* HOMO energy: -11.81 eV
* energy relative to the best compared isomer or geometry (same formula, charge and spin): 154.1 kcal per mole
* LUMO level: -4.59 eV
* maximum force: 4.8 eV Å⁻¹

Last column: Mulliken charge in e.
Element x y z (Å)
C  0.4343  0.2697  0.5707  0.7757
C  -0.1137  1.2357  -0.2749  0.6056
C  -2.1454  -0.8929  -0.0205  -0.3079
C  1.3370  0.6474  1.7432  -1.8053
C  0.5415  2.5052  -0.5734  -1.0699
C  1.8014  -0.9898  -1.4757  -0.9423
C  0.8148  -1.8452  -0.7511  -0.2558
N  -1.1973  1.0164  -1.0693  -0.7719
N  -1.9765  0.1897  -0.5701  0.3524
N  -3.2150  -1.1148  0.9437  -0.1937
O  0.1994  -1.0446  0.4646  -0.4690
H  1.3712  -0.2380  2.3631  0.4413
H  0.8358  1.4091  2.2356  0.4780
H  2.2563  0.9333  1.5022  0.4165
H  1.5145  2.5149  -1.2311  0.2089
H  0.9492  2.9020  0.3718  0.3232
H  -0.0500  3.2084  -1.0683  0.4447
H  2.6834  -0.8316  -0.9096  0.3173
H  1.9309  -1.6404  -2.3875  0.3537
H  1.4094  -0.0153  -1.6647  0.2596
H  1.2453  -2.7388  -0.3544  0.3774
H  -0.0814  -2.0006  -1.3172  0.3045
H  -3.9786  -0.5024  0.6461  0.4072
H  -3.0772  -0.8678  1.9325  0.3476
H  -3.4894  -2.1098  0.8943  0.4021

***

3.
The ion C7H14N3O3 with charge +1 at a distorted geometry, computed with ωB97M-V/def2-TZVPD.

Results
* Kohn-Sham gap (spin up / spin down): 0.3046 / 0.3045 Eh
* total charge: +1
* HOMO energy (spin up / spin down): -11.80 / -11.80 eV
* energy relative to the best compared isomer or geometry (same formula, charge and spin): 64.1 kcal per mole
* LUMO level (spin up / spin down): -3.51 / -3.51 eV
* maximum force: 4.4 eV Å⁻¹

Last column: Mulliken charge in e.
Element x y z (Å)
C  0.2307  2.0759  -1.6771  0.7092
C  0.0154  2.1580  0.7928  0.4365
C  0.1070  -0.0518  -0.2286  -0.6657
C  -3.1201  -1.0405  0.2647  -1.1103
C  2.5782  -0.0715  0.0940  -1.0420
C  1.3031  -2.0261  0.8031  -0.8779
C  -2.1597  -0.4032  -0.8039  -0.2200
N  0.3482  2.7597  -0.6252  -0.0913
N  -0.1308  0.7754  0.9384  0.1401
N  1.3401  -0.9056  -0.1519  0.0944
O  0.1923  1.7292  -2.7850  -0.3093
O  0.1363  2.9401  1.6965  -0.4972
O  -0.9065  -0.9701  -0.4967  -0.3473
H  -2.9397  -2.0879  0.2649  0.3182
H  -2.8762  -0.6479  1.2779  0.2551
H  -4.1385  -0.8143  -0.0870  0.3962
H  3.4324  -0.7675  -0.0785  0.3922
H  2.7441  0.6465  -0.7258  0.3529
H  2.7042  0.5107  0.9307  0.4481
H  1.5289  -1.6703  1.7783  0.3879
H  0.3619  -2.4595  0.7360  0.3360
H  2.1441  -2.7193  0.6189  0.3740
H  -2.2087  0.6898  -0.7948  0.2288
H  -2.4747  -0.7201  -1.8185  0.3478
H  0.5499  3.7611  -0.6519  0.3170
H  -0.2533  0.4642  1.8689  0.2442
H  1.4914  -1.1548  -1.1403  0.3822